C2HNOS | ωB97M-V with the def2-TZVPD basis set

```
6
Properties=species:S:1:pos:R:3:lowdin_charge:R:1
C -2.047 0.317 0.929 -0.2063
C 1.347 -0.141 -0.674 -0.7804
N -2.729 -0.083 1.740 -0.0410
O 2.429 -0.523 -0.985 0.0194
S 0.434 1.298 -0.804 0.9103
H 0.566 -0.868 -0.206 0.0980
```

## Properties
electronic energy = -604.76157 a.u.
net charge = 0
maximum force = 5.3 eV/A
HOMO level (alpha / beta) = -10.914 / -10.958 eV